The following is a DFT calculation (ωB97M-V/def2-TZVPD) of a cluster of 8 separate species, C44H112N8O14 in total in a non-equilibrium geometry.

Geometry as XYZ:
```
178
C44H112N8O14, DFT ωB97M-V/def2-TZVPD
H -28.690 -6.802 -23.119
C -29.258 -7.298 -23.923
H -22.940 -16.131 -26.595
H -30.915 -16.954 -24.957
H -27.684 -15.258 -25.131
O -25.623 -17.026 -16.617
O -29.686 -6.462 -24.934
C -25.721 -20.459 -20.128
H -26.180 -12.218 -22.521
H -24.487 -14.015 -24.205
C -25.059 -20.521 -28.309
C -27.535 -17.805 -24.871
H -30.849 -16.044 -27.540
H -26.383 -12.736 -20.190
H -21.035 -16.108 -28.423
H -31.057 -7.147 -22.922
H -19.507 -15.231 -30.284
N -25.972 -25.890 -22.503
H -24.594 -15.589 -24.992
C -25.950 -27.150 -23.223
C -27.963 -22.225 -24.340
H -25.756 -20.833 -29.105
O -26.601 -28.604 -21.443
C -20.218 -14.215 -32.570
N -25.233 -19.492 -17.946
H -27.952 -27.771 -22.688
C -25.039 -21.422 -27.120
C -22.523 -13.959 -19.973
H -23.353 -18.425 -28.624
H -23.531 -21.269 -23.193
H -27.107 -19.921 -17.135
H -26.739 -17.438 -25.534
C -23.896 -18.560 -24.146
H -21.179 -13.711 -32.519
H -25.571 -21.398 -19.599
N -26.279 -13.191 -22.247
H -25.270 -15.009 -19.587
H -20.178 -16.850 -30.690
H -23.894 -19.598 -19.509
H -32.879 -16.467 -26.433
C -28.623 -5.955 -25.710
N -26.798 -16.558 -23.013
H -22.521 -15.587 -30.860
H -24.554 -18.953 -17.424
H -26.172 -15.833 -23.363
C -31.867 -17.455 -24.793
H -32.435 -11.373 -23.461
H -28.710 -17.344 -23.206
H -19.418 -13.701 -32.007
N -31.237 -8.745 -24.235
H -27.956 -30.140 -21.685
C -31.283 -16.921 -28.035
H -26.890 -16.157 -22.090
C -28.496 -15.486 -24.427
H -28.260 -29.001 -20.322
H -22.846 -14.831 -20.556
C -23.897 -14.790 -24.698
O -33.135 -18.110 -21.099
H -28.837 -21.723 -24.761
H -33.273 -20.232 -20.991
C -30.877 -10.162 -24.270
C -27.499 -29.541 -20.891
O -27.105 -20.212 -20.114
H -33.454 -17.394 -23.516
H -32.534 -19.416 -19.565
H -21.771 -13.784 -28.040
C -25.811 -14.817 -20.513
N -32.626 -16.847 -23.723
C -22.455 -14.655 -28.034
O -31.621 -17.909 -27.116
H -24.986 -20.837 -24.185
C -24.431 -18.296 -28.776
H -29.395 -15.614 -25.028
H -31.021 -10.587 -25.270
O -23.394 -14.229 -25.884
C -24.960 -19.378 -19.378
H -29.770 -10.256 -24.288
H -26.806 -18.517 -21.269
C -24.348 -12.772 -20.917
H -23.405 -14.299 -28.429
H -24.937 -18.672 -24.436
C -20.323 -15.771 -30.781
H -27.242 -25.235 -24.954
H -26.855 -15.116 -20.408
H -27.065 -18.634 -24.312
C -27.513 -19.348 -21.173
C -21.671 -15.299 -30.243
O -28.259 -23.599 -24.281
H -31.566 -13.031 -21.370
C -25.893 -15.929 -15.760
N -23.660 -21.506 -26.616
H -21.534 -15.103 -26.172
H -22.500 -22.312 -25.067
O -23.575 -13.035 -19.762
H -30.522 -17.311 -28.713
H -27.104 -18.603 -18.342
H -25.942 -16.272 -14.724
H -28.569 -8.079 -24.293
O -23.200 -19.765 -24.509
H -28.074 -25.464 -22.592
C -31.226 -13.222 -22.388
H -31.582 -18.816 -22.269
H -27.744 -18.500 -27.464
H -31.167 -17.807 -20.819
C -26.938 -28.196 -22.757
C -31.849 -17.937 -21.676
C -27.983 -16.805 -23.825
C -31.852 -16.658 -22.486
H -26.836 -15.460 -16.079
H -24.133 -22.884 -25.094
H -23.409 -17.745 -24.675
H -31.620 -18.518 -24.622
H -26.244 -23.875 -24.505
C -27.126 -24.448 -24.203
N -21.835 -15.674 -28.856
H -23.192 -20.604 -26.592
H -25.126 -18.374 -19.800
H -25.637 -20.927 -26.339
H -30.422 -13.962 -22.348
H -33.432 -18.133 -26.153
C -33.248 -19.309 -20.398
H -24.947 -27.590 -23.185
C -32.560 -17.474 -26.144
O -28.612 -18.492 -25.526
H -26.917 -29.041 -23.460
H -23.727 -18.437 -23.071
H -29.007 -19.651 -27.082
H -32.138 -16.650 -28.664
H -27.559 -19.926 -22.102
H -27.269 -13.411 -22.277
H -27.653 -21.791 -23.384
H -27.916 -5.369 -25.114
H -25.281 -15.440 -21.236
H -25.156 -15.147 -15.903
H -28.470 -18.883 -20.930
H -28.091 -6.781 -26.197
C -23.527 -21.984 -25.251
C -22.551 -15.101 -26.586
H -34.201 -19.314 -19.852
H -31.944 -13.617 -23.112
H -31.543 -10.368 -22.259
H -25.378 -20.558 -21.167
C -28.140 -19.135 -26.662
H -27.352 -19.882 -26.513
H -31.141 -8.388 -25.174
H -23.204 -15.182 -23.945
H -23.865 -13.054 -21.864
O -25.161 -19.174 -27.959
H -22.145 -14.299 -19.013
H -27.202 -22.017 -25.110
O -30.582 -12.090 -22.969
H -24.381 -11.676 -21.018
H -26.063 -18.605 -15.468
O -20.199 -15.573 -32.181
H -21.710 -13.509 -20.558
H -32.363 -15.885 -21.913
C -31.455 -10.999 -23.150
C -26.498 -18.097 -16.338
C -25.758 -13.340 -20.856
H -27.065 -24.163 -22.115
H -26.940 -30.218 -20.248
H -25.966 -26.069 -21.507
H -30.817 -16.433 -22.737
H -21.512 -14.207 -30.301
C -23.894 -20.953 -24.177
H -26.084 -26.952 -24.289
H -30.112 -8.550 -22.402
H -25.373 -22.445 -27.281
H -29.067 -5.324 -26.476
H -24.693 -17.265 -28.543
H -27.486 -17.692 -16.100
C -27.091 -25.012 -22.804
H -24.646 -18.437 -29.844
H -24.125 -20.653 -28.884
H -28.558 -14.655 -23.731
C -26.567 -19.046 -17.505
H -19.792 -14.169 -33.575
C -30.457 -7.998 -23.272
```

Computed properties:
Energy relative to the best compared isomer or geometry (same formula, charge and spin) ... 281.8 kJ/mol
E_HOMO ... -8.5 eV
Spin multiplicity ... 1
LUMO energy ... 0.4 eV
E_tot ... -3234.6316 Ha
Kohn-Sham gap ... 8.96 eV
SMILES ... COC[C@H](C)N.COC[C@H](C)N.COCCNCCOC.COCCNCCOC.COCCNCCOC.COCCNCCOC.COCCNCCOC.COCCNCCOC